No. 1
C4H6O2 | ωB97M-V/def2-TZVPD

Its structure (SMILES) is CC(=O)CC=O. For the highest occupied orbital energy, the calculation gives -10.0 eV. Its LUMO energy is 0.491 eV. Its HOMO-LUMO gap is 10.47 eV. The calculation puts the energy relative to the best compared isomer or geometry (same formula, charge and spin) at 0.753 eV. For the electronic energy, the calculation gives -306.4786 Eh. The max |F| comes out at 0.0105 Eh/bohr.

Element x y z (Å)
C 1.415 0.250 -0.797
C 0.428 0.748 0.230
O 0.338 1.904 0.572
C -0.508 -0.320 0.809
C -1.654 -0.519 -0.164
O -1.613 -1.305 -1.080
H 0.917 -0.426 -1.501
H 2.199 -0.325 -0.289
H 1.871 1.092 -1.321
H 0.025 -1.271 0.914
H -0.886 0.031 1.772
H -2.534 0.137 -0.007

Mulliken population analysis, charges in e, atoms 1 to 2:
1 C -1.09
2 C 0.69

---

No. 2
C4H6O2 | ωB97M-V/def2-TZVPD

For the highest occupied orbital energy, the calculation gives -10.2 eV. Its LUMO energy is 1.042 eV. Its HOMO-LUMO gap is 11.20 eV. The calculation puts the energy relative to the best compared isomer or geometry (same formula, charge and spin) at 3.279 eV. For the electronic energy, the calculation gives -306.3858 Eh. The max |F| comes out at 0.0141 Eh/bohr.

Element x y z (Å)
C -1.559 0.441 0.563
C -0.262 -0.121 0.095
O 0.570 -0.930 0.978
C 1.007 0.500 -0.524
C 1.087 -1.023 -0.370
O -0.241 -1.166 -0.924
H -2.093 0.865 -0.293
H -1.387 1.228 1.303
H -2.163 -0.353 1.007
H 0.912 0.892 -1.538
H 1.637 1.093 0.141
H 1.856 -1.758 -0.606

Mulliken population analysis, charges in e, atoms 1 to 2:
1 C -1.24
2 C 0.67

---

No. 3
C4H6O2 | ωB97M-V/def2-TZVPD

For the highest occupied orbital energy, the calculation gives -9.9 eV. Its LUMO energy is 0.891 eV. Its HOMO-LUMO gap is 10.83 eV. The calculation puts the energy relative to the best compared isomer or geometry (same formula, charge and spin) at 1.992 eV. For the electronic energy, the calculation gives -306.4331 Eh. The max |F| comes out at 0.0088 Eh/bohr.

Element x y z (Å)
O 2.450 -1.025 0.204
C 1.324 -0.739 0.520
C 0.271 -0.209 -0.445
C -1.189 -0.538 -0.094
O -1.480 0.816 0.269
C -0.170 1.239 -0.118
H 1.056 -0.809 1.593
H 0.567 -0.386 -1.482
H -1.797 -0.875 -0.941
H -1.317 -1.228 0.748
H 0.370 1.718 0.707
H -0.194 1.918 -0.980

Mulliken population analysis, charges in e, atoms 1 to 2:
1 O -0.46
2 C -0.28

---

No. 4
C4H6O2 | ωB97M-V/def2-TZVPD

Its structure (SMILES) is O=COC1CC1. For the highest occupied orbital energy, the calculation gives -10.4 eV. Its LUMO energy is 1.036 eV. Its HOMO-LUMO gap is 11.44 eV. The calculation puts the energy relative to the best compared isomer or geometry (same formula, charge and spin) at 1.518 eV. For the electronic energy, the calculation gives -306.4505 Eh. The max |F| comes out at 0.0105 Eh/bohr.

Element x y z (Å)
O 1.735 1.167 0.839
C 2.010 0.330 0.025
O 1.180 -0.601 -0.485
C -0.099 -0.664 0.123
C -1.389 -0.471 -0.609
C -0.895 0.552 0.401
H 3.010 0.219 -0.418
H -0.130 -1.440 0.883
H -1.382 -0.085 -1.624
H -2.169 -1.211 -0.438
H -0.552 1.462 -0.079
H -1.234 0.719 1.420

Mulliken population analysis, charges in e, atoms 1 to 2:
1 O -0.46
2 C 0.14

---

No. 5
C4H6O2 | ωB97M-V/def2-TZVPD

Its structure (SMILES) is O=CC1C=C1.O. For the highest occupied orbital energy, the calculation gives -9.5 eV. Its LUMO energy is 0.663 eV. Its HOMO-LUMO gap is 10.17 eV. The calculation puts the energy relative to the best compared isomer or geometry (same formula, charge and spin) at 3.341 eV. For the electronic energy, the calculation gives -306.3835 Eh. The max |F| comes out at 0.0117 Eh/bohr.

Element x y z (Å)
O 1.959 -0.412 1.998
C 1.239 -0.075 1.088
C 0.714 -1.011 0.044
C -0.648 -0.779 -0.557
C 0.341 -0.472 -1.322
H 0.922 0.987 0.961
H 1.086 -2.035 0.152
H -1.695 -0.931 -0.363
H 0.734 -0.176 -2.279
O -1.510 1.697 0.485
H -2.323 1.599 -0.023
H -0.820 1.608 -0.185

Mulliken population analysis, charges in e, atoms 1 to 2:
1 O -0.49
2 C 0.14

---

No. 6
C4H6O2 | ωB97M-V/def2-TZVPD

Its structure (SMILES) is O=CCCC=O. For the highest occupied orbital energy, the calculation gives -9.8 eV. Its LUMO energy is 0.870 eV. Its HOMO-LUMO gap is 10.69 eV. The calculation puts the energy relative to the best compared isomer or geometry (same formula, charge and spin) at 0.993 eV. For the electronic energy, the calculation gives -306.4698 Eh. The max |F| comes out at 0.0105 Eh/bohr.

Element x y z (Å)
O -1.230 -0.177 -1.574
C -1.442 -0.586 -0.456
C -0.570 -0.265 0.730
C 0.545 0.726 0.390
C 1.469 0.169 -0.679
O 2.267 -0.709 -0.446
H -2.312 -1.243 -0.249
H -0.146 -1.207 1.103
H -1.212 0.119 1.534
H 0.116 1.675 0.054
H 1.147 0.904 1.287
H 1.368 0.594 -1.695

Mulliken population analysis, charges in e, atoms 1 to 2:
1 O -0.47
2 C 0.10

---

No. 7
C4H6O2 | ωB97M-V/def2-TZVPD

For the highest occupied orbital energy, the calculation gives -7.9 eV. Its LUMO energy is 0.657 eV. Its HOMO-LUMO gap is 8.56 eV. The calculation puts the energy relative to the best compared isomer or geometry (same formula, charge and spin) at 8.165 eV. For the electronic energy, the calculation gives -306.2062 Eh. The max |F| comes out at 0.1154 Eh/bohr.

Element x y z (Å)
O -0.999 -1.550 -0.502
C 0.774 -0.483 -0.191
C -1.525 -0.219 0.066
C -0.294 0.523 -0.076
O 0.621 0.818 1.003
C 1.777 0.529 0.183
H -0.352 -2.235 -0.367
H -2.259 -0.146 -0.752
H -1.933 -0.307 1.061
H -0.378 1.390 -0.734
H 2.671 0.279 0.747
H 1.922 1.407 -0.460

Mulliken population analysis, charges in e, atoms 1 to 2:
1 O -0.57
2 C -0.41

---

No. 8
C4H6O2 | ωB97M-V/def2-TZVPD

Its structure (SMILES) is CC(=O)O.C#C. For the highest occupied orbital energy, the calculation gives -10.5 eV. Its LUMO energy is 0.642 eV. Its HOMO-LUMO gap is 11.12 eV. The calculation puts the energy relative to the best compared isomer or geometry (same formula, charge and spin) at 4.110 eV. For the electronic energy, the calculation gives -306.3553 Eh. The max |F| comes out at 0.1699 Eh/bohr.

Element x y z (Å)
C -0.218 -1.347 -1.478
C -0.374 0.107 -1.168
O -0.277 0.918 -2.017
O -0.841 0.426 0.128
H 0.455 -1.589 -2.423
H 0.314 -1.870 -0.755
H -1.251 -2.076 -1.793
H -1.105 1.357 -0.071
C 0.437 1.347 2.062
C 1.326 0.817 2.567
H -0.613 1.538 1.713
H 2.149 0.372 3.236

Mulliken population analysis, charges in e, atoms 1 to 2:
1 C -0.93
2 C 0.65

---

No. 9
C4H6O2 | ωB97M-V/def2-TZVPD

For the highest occupied orbital energy, the calculation gives -9.4 eV. Its LUMO energy is 0.754 eV. Its HOMO-LUMO gap is 10.14 eV. The calculation puts the energy relative to the best compared isomer or geometry (same formula, charge and spin) at 5.651 eV. For the electronic energy, the calculation gives -306.2986 Eh. The max |F| comes out at 0.1055 Eh/bohr.

Element x y z (Å)
C -1.523 -0.094 -1.332
C -0.519 -0.335 -0.296
C 0.983 -0.458 -0.524
C 0.449 0.563 1.593
H -2.587 -0.051 -1.172
H -1.314 0.065 -2.441
H 1.411 -0.003 -1.541
H 1.318 -1.673 -0.401
H 0.119 1.801 1.424
H 0.868 0.382 2.881
O 1.485 0.393 0.649
O -0.691 -0.591 1.160

Mulliken population analysis, charges in e, atoms 1 to 2:
1 C -0.87
2 C 0.49

---

No. 10
C4H6O2 | ωB97M-V/def2-TZVPD

For the highest occupied orbital energy, the calculation gives -9.8 eV. Its LUMO energy is 0.964 eV. Its HOMO-LUMO gap is 10.73 eV. The calculation puts the energy relative to the best compared isomer or geometry (same formula, charge and spin) at 2.025 eV. For the electronic energy, the calculation gives -306.4319 Eh. The max |F| comes out at 0.0095 Eh/bohr.

Element x y z (Å)
O 2.343 -1.248 0.411
C 1.249 -0.778 0.601
C 0.383 -0.128 -0.445
C -1.087 -0.514 -0.212
O -1.311 0.670 0.564
C -0.151 1.266 -0.032
H 0.764 -0.832 1.601
H 0.774 -0.265 -1.456
H -1.633 -0.513 -1.164
H -1.320 -1.419 0.361
H 0.437 1.876 0.664
H -0.449 1.885 -0.893

Mulliken population analysis, charges in e, atoms 1 to 2:
1 O -0.47
2 C -0.23